A cluster of 3 separate species, C20H15BF16O7 in total at a distorted geometry, computed with ωB97M-V/def2-TZVPD.

Its frontier orbital gap is 7.33 eV. Its LUMO energy is -2.11 eV. The electronic energy is -79460.852 eV. The highest occupied orbital energy comes out at -9.45 eV. The SMILES is O=C1C=CC(=O)c2cc(OB(O)O)ccc21.FC(F)C(F)(F)COC(F)(F)C(F)F.FC(F)C(F)(F)COC(F)(F)C(F)F.

Bonds (Å) are listed after each position.
Atoms and positions in Å:
1 O 2.325 0.698 2.560  C2 1.335
2 C 2.106 -0.399 1.831  O1 1.335, C3 1.664, C16 1.665
3 C 0.636 -1.177 1.879  C2 1.664, C4 1.517, H17 1.178
4 C 0.092 -1.767 0.592  C3 1.517, C5 1.673, H18 1.184
5 C 0.965 -1.666 -0.831  C4 1.673, O6 1.343, C7 1.672
6 O 0.400 -1.606 -2.049  C5 1.343
7 C 2.623 -1.700 -0.614  C5 1.672, C8 1.660, C16 1.670
8 C 3.618 -2.360 -1.768  C7 1.660, C9 1.661, H19 1.180
9 C 5.235 -2.369 -1.391  C8 1.661, O10 1.501, C14 1.660
10 O 6.241 -2.976 -2.325  C9 1.501, B11 1.505
11 B 6.417 -4.355 -1.747  O10 1.505, O12 1.505, O13 1.488
12 O 5.261 -5.282 -2.011  B11 1.505, H20 1.019
13 O 7.600 -4.762 -0.943  B11 1.488, H21 1.022
14 C 5.846 -1.767 0.030  C9 1.660, C15 1.641, H22 1.187
15 C 4.850 -1.081 1.139  C14 1.641, C16 1.649, H23 1.175
16 C 3.236 -1.056 0.800  C2 1.665, C7 1.670, C15 1.649
17 H 0.000 -1.289 2.864  C3 1.178
18 H -0.934 -2.356 0.545  C4 1.184
19 H 3.172 -2.789 -2.773  C8 1.180
20 H 4.644 -5.164 -1.209  O12 1.019
21 H 8.324 -4.042 -0.982  O13 1.022
22 H 7.016 -1.850 0.220  C14 1.187
23 H 5.277 -0.642 2.142  C15 1.175
24 C 0.129 1.914 -3.179  C25 1.537, O31 1.435, H38 1.093, H39 1.096
25 C -1.340 2.269 -2.898  C24 1.537, C26 1.527, F29 1.360, F30 1.371
26 C -2.323 1.946 -4.020  C25 1.527, F27 1.353, F28 1.359, H40 1.094
27 F -1.997 2.517 -5.202  C26 1.353
28 F -3.565 2.403 -3.709  C26 1.359
29 F -1.410 3.575 -2.525  C25 1.360
30 F -1.722 1.555 -1.791  C25 1.371
31 O 0.957 2.952 -3.721  C24 1.435, C32 1.427
32 C 0.812 3.178 -5.123  O31 1.427, C33 1.538, F36 1.354, F37 1.361
33 C 0.081 4.491 -5.451  C32 1.538, F34 1.354, F35 1.361, H41 1.093
34 F -1.078 4.624 -4.764  C33 1.354
35 F -0.241 4.550 -6.773  C33 1.361
36 F 0.229 2.088 -5.674  C32 1.354
37 F 2.074 3.217 -5.631  C32 1.361
38 H 0.581 1.696 -2.207  C24 1.093
39 H 0.231 0.979 -3.742  C24 1.096
40 H -2.403 0.865 -4.174  C26 1.094
41 H 0.709 5.354 -5.216  C33 1.093
42 C -3.415 1.346 3.990  C43 1.537, O49 1.435, H56 1.093, H57 1.096
43 C -4.886 1.516 4.401  C42 1.537, C44 1.527, F47 1.360, F48 1.371
44 C -5.252 0.975 5.781  C43 1.527, F45 1.353, F46 1.359, H58 1.094
45 F -4.945 -0.332 5.946  C44 1.353
46 F -6.591 1.078 5.990  C44 1.359
47 F -5.676 0.991 3.426  C43 1.360
48 F -5.151 2.862 4.397  C43 1.371
49 O -3.084 0.176 3.227  C42 1.435, C50 1.427
50 C -2.944 -1.026 3.984  O49 1.427, C51 1.538, F54 1.354, F55 1.361
51 C -4.103 -2.014 3.769  C50 1.538, F52 1.354, F53 1.361, H59 1.093
52 F -5.315 -1.429 3.913  C51 1.354
53 F -4.050 -3.028 4.676  C51 1.361
54 F -2.756 -0.694 5.283  C50 1.354
55 F -1.777 -1.594 3.576  C50 1.361
56 H -3.189 2.174 3.313  C42 1.093
57 H -2.727 1.487 4.831  C42 1.096
58 H -4.754 1.545 6.572  C44 1.094
59 H -4.060 -2.452 2.768  C51 1.093